1.
C7H12N2S | ωB97M-V/def2-TZVPD

Results
- HOMO level (eV) = -8.9
- structure (SMILES) = CN[C@@]1(C#N)CSC[C@@H]1C
- 2S+1 = 1
- gap between HOMO and LUMO (eV) = 9.64

Geometry (Å):
C1 -0.4571 -1.4955 -0.0106
C2 -1.4708 0.5674 0.6428
H1 0.5441 -2.0220 2.1868
N1 -0.3358 -2.6272 0.0619
H2 1.9494 -0.7718 -1.2176
H3 0.8198 -1.0086 -2.5593
C3 0.4976 0.6560 -0.9747
H4 -0.8029 -0.9798 2.2798
H5 -2.3242 -0.0404 0.3620
H6 -1.1997 0.6190 -2.2990
C4 -0.1429 -0.0987 0.1996
C5 -0.6418 1.3991 -1.7354
H7 -0.3205 2.2497 -2.4366
H8 0.8155 0.8705 1.7124
H9 0.7695 -0.8282 3.4617
H10 1.0765 1.4486 -0.4556
S1 -1.6483 2.1360 -0.3334
C6 0.3317 -1.0753 2.4838
C7 1.3146 -0.2279 -1.9076
H11 -1.5546 0.8847 1.6660
H12 1.9701 0.4831 -2.4461
N2 0.8098 -0.1389 1.3189

---

2.
C6H15NO | ωB97M-V/def2-TZVPD

Results
- HOMO level (eV) = -8.3
- structure (SMILES) = C[C@@H]1CCCN1C.O
- 2S+1 = 1
- gap between HOMO and LUMO (eV) = 9.10

Geometry (Å):
N1 1.0744 -0.0617 1.2460
H1 0.9248 -0.2159 3.3380
C1 0.2460 -0.4270 0.0811
H2 -1.7168 0.3506 0.4945
H3 -2.7391 -0.8580 -3.7348
C2 1.0026 1.4107 1.3937
C3 -0.2611 1.8943 0.6684
C4 1.1603 -0.5227 -1.1462
H4 -0.1921 -1.3914 0.3037
H5 1.9859 0.1709 -1.0137
H6 -0.0432 2.7298 0.0124
O1 -2.4862 -1.7689 -3.5724
H7 0.7205 -0.3187 -2.1195
H8 -0.9909 2.2717 1.3803
H9 1.6288 -1.5051 -1.2498
H10 -1.0431 0.8318 -1.1286
C5 0.6968 -0.7923 2.4466
H11 -1.6180 -1.8777 -3.9677
H12 1.0071 1.6325 2.4544
H13 1.8901 1.8507 0.9257
H14 1.2767 -1.7190 2.5234
C6 -0.8426 0.6673 -0.0718
H15 -0.3735 -1.0481 2.5225

---

3.
C14H30F6N5O2PReSSb | ωB97M-V/def2-TZVPD

Results
- HOMO level (spin up / spin down) (eV) = -20.8 / -20.8
- 2S+1 = 1
- gap between HOMO and LUMO (spin up / spin down) (eV) = 6.24 / 6.24
- total charge = +4

Geometry (Å):
H1 -1.3826 -0.6531 -2.6354
H2 1.8450 -1.7389 -5.0108
F1 5.0499 -1.4731 0.1938
H3 0.8642 0.9206 5.2751
C1 -0.1414 -2.8019 -3.6832
H4 -3.4844 5.6951 -0.0241
H5 -4.0021 0.9695 1.2707
S1 -0.8948 -0.3966 4.4350
H6 0.9062 4.3863 0.2549
C2 2.1071 -3.4089 -2.9620
H7 2.7198 -3.9070 -2.2137
H8 0.0681 -3.2999 -4.6283
H9 -0.1949 -2.6821 4.2359
H10 2.2737 -3.8258 -3.9515
O1 -0.6466 -0.1279 2.8688
N1 -0.9306 3.4507 -0.0089
C3 1.6015 -1.2394 -4.0750
H11 -0.7182 -3.2593 -1.1360
C4 0.3514 -3.1271 -1.3244
C5 -3.7720 1.1031 0.2135
H12 1.4755 -0.6287 4.5458
H13 -3.2555 0.2296 -0.1736
Re1 -0.2392 -0.2857 1.0225
C6 0.5392 3.4045 -0.0297
H14 -3.9669 3.6492 -1.2997
C7 -1.5754 4.7681 -0.2796
F2 5.8443 -1.5822 2.7452
C8 -1.0960 -2.1601 4.5511
F3 0.6517 -1.8216 1.5062
O2 -1.0347 1.1993 0.3846
C9 -2.9809 4.7784 0.2804
H15 0.9674 -3.5825 -0.5531
F4 3.3555 -3.1218 1.2662
H16 1.9263 -0.2020 -4.1119
H17 -4.7040 1.2157 -0.3339
H18 -2.9524 4.7750 1.3715
C10 -3.7581 3.5857 -0.2307
P1 0.3265 -1.1189 -1.0015
H19 0.9043 3.1811 -1.0329
C11 0.7111 -0.1504 5.1579
H20 -4.7022 3.4729 0.2982
N2 -2.9848 2.3298 0.0060
H21 -0.9555 5.5222 0.1996
H22 -1.5565 4.9397 -1.3575
H23 3.1150 -1.8661 -1.0592
H24 -0.0544 0.4776 -2.8485
C12 -0.2918 -0.5757 -2.6859
H25 2.6873 -0.2410 -1.8924
N3 2.3607 -1.9432 -2.9722
H26 0.9264 2.6833 0.6849
F5 3.1498 -0.1944 1.3182
N4 0.6901 -3.4204 -2.6269
F6 3.2825 -1.6230 3.4539
C13 2.6297 -1.3266 -1.8654
N5 0.1931 -1.3796 -3.7898
H27 -1.1924 -2.9454 -3.4409
C14 -1.6828 2.3861 0.1085
Sb1 4.2496 -1.6134 1.8660
H28 -1.9765 -2.4324 3.9709
H29 0.6597 -0.6240 6.1434
H30 -1.3052 -2.3432 5.6098

---

What did the third record say?
C14H30F6N5O2PReSSb | ωB97M-V/def2-TZVPD

Results
- HOMO level (spin up / spin down) (eV) = -20.8 / -20.8
- 2S+1 = 1
- gap between HOMO and LUMO (spin up / spin down) (eV) = 6.24 / 6.24
- total charge = +4

Geometry (Å):
H1 -1.3826 -0.6531 -2.6354
H2 1.8450 -1.7389 -5.0108
F1 5.0499 -1.4731 0.1938
H3 0.8642 0.9206 5.2751
C1 -0.1414 -2.8019 -3.6832
H4 -3.4844 5.6951 -0.0241
H5 -4.0021 0.9695 1.2707
S1 -0.8948 -0.3966 4.4350
H6 0.9062 4.3863 0.2549
C2 2.1071 -3.4089 -2.9620
H7 2.7198 -3.9070 -2.2137
H8 0.0681 -3.2999 -4.6283
H9 -0.1949 -2.6821 4.2359
H10 2.2737 -3.8258 -3.9515
O1 -0.6466 -0.1279 2.8688
N1 -0.9306 3.4507 -0.0089
C3 1.6015 -1.2394 -4.0750
H11 -0.7182 -3.2593 -1.1360
C4 0.3514 -3.1271 -1.3244
C5 -3.7720 1.1031 0.2135
H12 1.4755 -0.6287 4.5458
H13 -3.2555 0.2296 -0.1736
Re1 -0.2392 -0.2857 1.0225
C6 0.5392 3.4045 -0.0297
H14 -3.9669 3.6492 -1.2997
C7 -1.5754 4.7681 -0.2796
F2 5.8443 -1.5822 2.7452
C8 -1.0960 -2.1601 4.5511
F3 0.6517 -1.8216 1.5062
O2 -1.0347 1.1993 0.3846
C9 -2.9809 4.7784 0.2804
H15 0.9674 -3.5825 -0.5531
F4 3.3555 -3.1218 1.2662
H16 1.9263 -0.2020 -4.1119
H17 -4.7040 1.2157 -0.3339
H18 -2.9524 4.7750 1.3715
C10 -3.7581 3.5857 -0.2307
P1 0.3265 -1.1189 -1.0015
H19 0.9043 3.1811 -1.0329
C11 0.7111 -0.1504 5.1579
H20 -4.7022 3.4729 0.2982
N2 -2.9848 2.3298 0.0060
H21 -0.9555 5.5222 0.1996
H22 -1.5565 4.9397 -1.3575
H23 3.1150 -1.8661 -1.0592
H24 -0.0544 0.4776 -2.8485
C12 -0.2918 -0.5757 -2.6859
H25 2.6873 -0.2410 -1.8924
N3 2.3607 -1.9432 -2.9722
H26 0.9264 2.6833 0.6849
F5 3.1498 -0.1944 1.3182
N4 0.6901 -3.4204 -2.6269
F6 3.2825 -1.6230 3.4539
C13 2.6297 -1.3266 -1.8654
N5 0.1931 -1.3796 -3.7898
H27 -1.1924 -2.9454 -3.4409
C14 -1.6828 2.3861 0.1085
Sb1 4.2496 -1.6134 1.8660
H28 -1.9765 -2.4324 3.9709
H29 0.6597 -0.6240 6.1434
H30 -1.3052 -2.3432 5.6098

---

Repeat the third record exactly.
C14H30F6N5O2PReSSb | ωB97M-V/def2-TZVPD

Results
- HOMO level (spin up / spin down) (eV) = -20.8 / -20.8
- 2S+1 = 1
- gap between HOMO and LUMO (spin up / spin down) (eV) = 6.24 / 6.24
- total charge = +4

Geometry (Å):
H1 -1.3826 -0.6531 -2.6354
H2 1.8450 -1.7389 -5.0108
F1 5.0499 -1.4731 0.1938
H3 0.8642 0.9206 5.2751
C1 -0.1414 -2.8019 -3.6832
H4 -3.4844 5.6951 -0.0241
H5 -4.0021 0.9695 1.2707
S1 -0.8948 -0.3966 4.4350
H6 0.9062 4.3863 0.2549
C2 2.1071 -3.4089 -2.9620
H7 2.7198 -3.9070 -2.2137
H8 0.0681 -3.2999 -4.6283
H9 -0.1949 -2.6821 4.2359
H10 2.2737 -3.8258 -3.9515
O1 -0.6466 -0.1279 2.8688
N1 -0.9306 3.4507 -0.0089
C3 1.6015 -1.2394 -4.0750
H11 -0.7182 -3.2593 -1.1360
C4 0.3514 -3.1271 -1.3244
C5 -3.7720 1.1031 0.2135
H12 1.4755 -0.6287 4.5458
H13 -3.2555 0.2296 -0.1736
Re1 -0.2392 -0.2857 1.0225
C6 0.5392 3.4045 -0.0297
H14 -3.9669 3.6492 -1.2997
C7 -1.5754 4.7681 -0.2796
F2 5.8443 -1.5822 2.7452
C8 -1.0960 -2.1601 4.5511
F3 0.6517 -1.8216 1.5062
O2 -1.0347 1.1993 0.3846
C9 -2.9809 4.7784 0.2804
H15 0.9674 -3.5825 -0.5531
F4 3.3555 -3.1218 1.2662
H16 1.9263 -0.2020 -4.1119
H17 -4.7040 1.2157 -0.3339
H18 -2.9524 4.7750 1.3715
C10 -3.7581 3.5857 -0.2307
P1 0.3265 -1.1189 -1.0015
H19 0.9043 3.1811 -1.0329
C11 0.7111 -0.1504 5.1579
H20 -4.7022 3.4729 0.2982
N2 -2.9848 2.3298 0.0060
H21 -0.9555 5.5222 0.1996
H22 -1.5565 4.9397 -1.3575
H23 3.1150 -1.8661 -1.0592
H24 -0.0544 0.4776 -2.8485
C12 -0.2918 -0.5757 -2.6859
H25 2.6873 -0.2410 -1.8924
N3 2.3607 -1.9432 -2.9722
H26 0.9264 2.6833 0.6849
F5 3.1498 -0.1944 1.3182
N4 0.6901 -3.4204 -2.6269
F6 3.2825 -1.6230 3.4539
C13 2.6297 -1.3266 -1.8654
N5 0.1931 -1.3796 -3.7898
H27 -1.1924 -2.9454 -3.4409
C14 -1.6828 2.3861 0.1085
Sb1 4.2496 -1.6134 1.8660
H28 -1.9765 -2.4324 3.9709
H29 0.6597 -0.6240 6.1434
H30 -1.3052 -2.3432 5.6098

---

Question: Look up the 2S+1 of the third one.
Answer: 1